A) # C4H3NO2

An isolated molecule of C4H3NO2 (wB97M-V/def2-TZVPD, the Open Molecules 2025 dataset).

Last column: Mulliken charge in e.
CARTESIAN COORDINATES (ANGSTROEM)
N 2.10 0.07 0.67  -0.728
C 1.13 -0.01 -0.16  0.403
C -0.05 -0.87 0.11  0.010
C -1.34 -0.37 0.23  -0.560
C -1.54 0.95 -0.03  0.720
O -1.80 2.04 -0.27  -0.207
O 0.82 0.43 -1.32  -0.617
H 2.82 0.68 0.27  0.259
H 0.07 -1.95 0.10  0.351
H -2.22 -0.98 0.39  0.370

Its multiplicity is 1. The highest occupied orbital energy (alpha / beta) comes out at -0.3305 / -0.3306 Eh. As for the total charge: 0. For the frontier orbital gap (alpha / beta), the calculation gives 7.6022 / 7.6031 eV.


B) # C4H3NO2

An isolated molecule of C4H3NO2 (wB97M-V/def2-TZVPD, the Open Molecules 2025 dataset).

Last column: Mulliken charge in e.
CARTESIAN COORDINATES (ANGSTROEM)
O -0.35 1.89 -2.02  -0.452
C -0.03 1.82 -0.86  -0.042
C -0.05 0.56 -0.09  0.549
N 0.53 0.35 1.05  -0.478
C 0.31 -1.02 1.27  -0.242
C -0.44 -1.48 0.25  -0.098
O -0.63 -0.53 -0.66  -0.256
H 0.35 2.67 -0.27  0.356
H 1.08 -1.77 1.26  0.250
H -0.77 -2.49 0.07  0.413

Its multiplicity is 1. The highest occupied orbital energy comes out at -0.3619 Eh. As for the total charge: 0. For the frontier orbital gap, the calculation gives 9.5890 eV.


Which one sits at the bottom of the stability order? A) does.


A) # C5H10N3O

The ion C5H10N3O with charge +1 (wB97M-V/def2-TZVPD, the Open Molecules 2025 dataset).

Last column: Mulliken spin population.
CARTESIAN COORDINATES (ANGSTROEM)
C 1.34 0.54 0.01  0.726
C -1.96 1.13 0.98  0.117
C -0.82 0.80 0.15  -0.006
C 2.73 1.03 -0.20  -0.003
C -1.24 -1.60 -0.84  0.006
N 0.40 1.39 0.08  0.716
N 1.03 -0.77 0.03  0.283
N -0.51 -0.92 0.20  -0.011
O -1.93 1.10 -0.46  0.072
H -2.54 0.28 1.41  0.007
H -2.11 2.08 1.41  -0.003
H 2.72 2.06 -0.17  0.004
H 3.14 0.53 -1.10  0.050
H 3.17 0.44 0.61  0.044
H -1.41 -2.67 -0.41  0.002
H -2.17 -0.96 -0.78  -0.004
H -0.80 -1.74 -1.83  0.001
H 1.66 -1.46 -0.25  -0.009
H -0.68 -1.26 1.15  0.009

Its multiplicity is 3. The highest occupied orbital energy (alpha / beta) comes out at -0.3272 / -0.5653 Eh. As for the total charge: +1. For the frontier orbital gap (alpha / beta), the calculation gives 5.6741 / 8.1729 eV. The expectation value of S² is 2.01.


B) # C5H10N3O

The ion C5H10N3O with charge +1 (wB97M-V/def2-TZVPD, the Open Molecules 2025 dataset).

Last column: Mulliken spin population.
CARTESIAN COORDINATES (ANGSTROEM)
C -3.18 0.20 -0.02  0.011
C 1.33 0.70 1.11  0.074
C 1.30 -1.63 0.03  0.112
C 0.81 0.70 -1.24  0.100
C 0.68 -0.15 0.05  0.018
N -2.75 -0.92 -0.29  0.037
N -3.53 1.33 0.00  0.029
N -0.70 -0.20 0.04  1.294
O -1.40 -1.22 -0.11  0.317
H 1.25 0.13 2.14  -0.004
H 2.36 0.75 0.99  0.001
H 0.86 1.63 1.30  -0.004
H 0.98 -2.15 -0.88  -0.001
H 0.88 -2.17 0.98  -0.005
H 2.53 -1.58 0.03  0.018
H 1.77 1.23 -1.21  0.010
H 0.73 -0.08 -2.10  -0.006
H 0.01 1.42 -1.44  -0.002
H -3.95 2.00 0.61  0.002

Its multiplicity is 3. The highest occupied orbital energy (alpha / beta) comes out at -0.5167 / -0.5455 Eh. As for the total charge: +1. For the frontier orbital gap (alpha / beta), the calculation gives 10.0864 / 6.2107 eV. The expectation value of S² is 2.01.


Which one sits at the bottom of the stability order? B) does.


A) # C5H6O4

An isolated molecule of C5H6O4 (wB97M-V/def2-TZVPD, the Open Molecules 2025 dataset).

Last column: Mulliken charge in e.
CARTESIAN COORDINATES (ANGSTROEM)
C 2.23 0.81 -0.03  -0.930
C 1.70 -0.65 -0.03  0.628
C 0.26 -0.95 -0.20  -0.484
C -0.76 -0.01 -0.06  0.421
C -2.06 -0.59 0.04  0.476
H 3.36 0.74 -0.02  0.302
H 1.85 1.22 0.91  0.255
H 1.79 1.40 -0.88  0.296
H 0.13 -2.01 -0.26  0.421
H -1.29 1.84 -0.05  0.355
H -3.85 -0.16 0.31  0.355
O 2.53 -1.51 0.20  -0.546
O -0.48 1.28 0.03  -0.493
O -3.05 0.36 0.09  -0.490
O -2.35 -1.77 -0.03  -0.565

Its multiplicity is 1. The highest occupied orbital energy comes out at -0.3563 Eh. As for the total charge: 0. For the frontier orbital gap, the calculation gives 8.9438 eV.


B) # C5H6O4

A structure of composition C5H6O4 (wB97M-V/def2-TZVPD, the Open Molecules 2025 dataset).

Last column: Mulliken charge in e.
CARTESIAN COORDINATES (ANGSTROEM)
C 2.16 2.37 -0.36  -0.713
C 0.69 0.58 -0.29  0.692
C -0.50 -0.04 0.49  -1.151
C -0.95 -1.23 0.10  -0.037
C -2.12 -1.82 0.81  0.773
H 1.88 3.60 -0.87  0.235
H 2.37 1.80 -1.10  0.396
H 2.86 1.99 0.56  0.252
H -0.68 0.55 1.05  0.967
H -0.69 -1.70 -0.91  0.165
H -2.05 -3.48 -0.52  0.362
O 1.00 1.76 0.23  -0.246
O 1.31 -0.10 -1.26  -0.633
O -2.50 -3.03 0.34  -0.505
O -2.78 -1.24 1.70  -0.556

Its multiplicity is 1. The highest occupied orbital energy comes out at -0.3905 Eh. As for the total charge: 0. For the frontier orbital gap, the calculation gives 9.9353 eV.


Which one sits at the bottom of the stability order? B) does.


A) # C2H45BO19P

A cluster of 18 separate species, C2H45BO19P in total (wB97M-V/def2-TZVPD, the Open Molecules 2025 dataset).

Last column: Mulliken charge in e.
CARTESIAN COORDINATES (ANGSTROEM)
C -0.83 2.19 -0.55  -1.040
P 1.07 1.90 -0.28  0.610
C 0.99 0.29 -1.46  -0.970
B 0.37 -0.88 -0.67  0.690
O 0.92 -1.33 0.53  -0.650
O -0.78 -1.61 -1.07  -0.502
H -1.18 2.78 0.31  0.310
H -1.03 2.80 -1.43  0.205
H -1.40 1.26 -0.55  0.183
H 0.79 1.08 0.90  -0.170
H 2.52 1.73 -0.09  -0.059
H 1.37 2.73 -1.46  -0.326
H 1.12 3.08 0.58  -0.076
H 0.47 0.51 -2.40  0.110
H 2.02 0.02 -1.72  0.339
H 0.51 -0.87 1.28  0.177
H -1.35 -1.03 -1.59  0.245
O 3.66 -2.44 0.22  -0.726
H 2.85 -1.91 0.15  0.343
H 4.18 -2.00 0.90  0.318
O -3.11 -3.47 -1.86  -0.710
H -2.88 -3.43 -2.80  0.342
H -2.48 -2.87 -1.45  0.508
O -3.28 -0.36 -0.59  -0.495
H -4.02 0.18 -0.30  0.241
H -3.33 -1.16 -0.05  0.188
O -2.76 -2.15 1.53  -0.395
H -1.95 -2.47 1.93  0.242
H -3.43 -2.80 1.79  0.209
O 1.22 4.98 -2.91  -0.617
H 0.63 5.23 -3.63  0.343
H 2.08 5.30 -3.19  0.279
O 2.42 5.62 -5.52  -0.630
H 2.02 4.89 -6.01  0.313
H 2.06 6.41 -5.94  0.306
O -4.46 -3.32 3.97  -0.710
H -5.36 -2.98 3.91  0.332
H -4.07 -2.88 4.73  0.318
O 3.41 3.63 1.76  -0.602
H 3.99 2.94 2.10  0.289
H 3.99 4.37 1.59  0.290
O -1.26 0.59 2.52  -0.610
H -1.90 0.13 1.96  0.302
H -1.45 1.52 2.39  0.292
O 6.32 -1.68 2.08  -0.635
H 6.69 -2.50 2.42  0.337
H 6.81 -1.51 1.27  0.318
O 7.48 -4.28 3.15  -0.657
H 8.20 -4.76 3.58  0.303
H 6.67 -4.66 3.50  0.320
O 5.96 5.63 1.70  -0.610
H 6.38 5.87 0.87  0.307
H 6.45 6.11 2.38  0.295
O -5.55 -3.00 0.56  -0.703
H -5.76 -3.93 0.70  0.308
H -5.03 -3.00 -0.26  0.319
O -5.35 -5.07 6.28  -0.628
H -5.12 -4.69 5.43  0.406
H -4.90 -4.53 6.94  0.294
O -6.27 -0.54 -1.09  -0.593
H -6.99 0.00 -0.77  0.289
H -6.30 -1.37 -0.59  0.348
O -0.36 3.96 -5.20  -0.685
H 0.28 3.55 -4.61  0.375
H -1.17 3.47 -5.04  0.292
O -0.55 -3.21 -3.74  -0.634
H 0.36 -3.21 -4.06  0.284
H -0.46 -3.23 -2.77  0.317

Its multiplicity is 1. The highest occupied orbital energy comes out at -0.1013 Eh. As for the total charge: -1. For the frontier orbital gap, the calculation gives 4.5183 eV.


B) # C2H45BO19P

A cluster of 18 separate species, C2H45BO19P in total (wB97M-V/def2-TZVPD, the Open Molecules 2025 dataset).

Last column: Mulliken charge in e.
CARTESIAN COORDINATES (ANGSTROEM)
C -0.71 -1.40 1.58  -1.007
P -0.57 0.46 2.03  0.681
C -1.55 1.03 0.47  -0.965
B -0.70 1.01 -0.87  0.636
O 0.56 1.62 -1.06  -0.669
O -1.27 0.36 -2.03  -0.293
H 0.12 -1.93 2.12  0.286
H -1.65 -1.85 1.99  0.177
H -0.56 -1.62 0.49  0.151
H 0.71 0.58 1.34  -0.073
H -0.48 1.84 2.52  -0.050
H -1.84 0.35 2.75  -0.373
H 0.17 0.06 3.23  -0.094
H -2.52 0.47 0.33  0.059
H -1.86 2.09 0.65  0.308
H 1.25 0.97 -0.94  0.174
H -1.80 -0.38 -1.73  0.232
O 0.51 4.58 -0.74  -0.723
H 0.36 3.63 -0.61  0.345
H 1.26 4.78 -0.17  0.313
O -2.56 -0.86 -4.64  -0.681
H -3.45 -0.60 -4.39  0.330
H -2.02 -0.59 -3.89  0.386
O -0.44 -2.98 -1.46  -0.512
H -0.20 -3.82 -1.08  0.255
H 0.17 -2.86 -2.19  0.231
O 2.21 -2.18 -2.77  -0.498
H 2.70 -1.36 -2.82  0.286
H 2.50 -2.68 -3.54  0.246
O -3.41 -0.67 4.41  -0.610
H -4.10 -1.33 4.32  0.332
H -3.79 -0.02 5.01  0.275
O -5.97 0.03 5.09  -0.632
H -6.37 -0.04 4.22  0.308
H -6.44 -0.61 5.62  0.306
O 4.73 -3.75 -4.06  -0.724
H 4.61 -4.71 -4.00  0.338
H 5.47 -3.57 -3.48  0.314
O 0.95 1.78 4.52  -0.606
H 1.33 2.60 4.19  0.287
H 0.67 1.99 5.42  0.268
O 2.42 -0.90 0.42  -0.596
H 2.02 -1.34 -0.34  0.281
H 2.32 -1.55 1.13  0.294
O 2.75 6.46 0.99  -0.630
H 3.13 7.13 0.41  0.333
H 2.02 6.91 1.42  0.318
O 4.00 8.61 -0.82  -0.652
H 4.52 9.40 -0.93  0.303
H 4.27 8.04 -1.54  0.319
O 0.53 3.28 7.38  -0.602
H -0.35 3.55 7.68  0.304
H 1.11 3.54 8.10  0.290
O 1.18 -4.60 -4.42  -0.703
H 1.45 -4.58 -5.35  0.307
H 0.38 -4.06 -4.40  0.331
O 7.19 -4.37 -5.62  -0.628
H 6.29 -4.17 -5.32  0.414
H 7.75 -4.14 -4.87  0.293
O -0.83 -5.73 -2.45  -0.586
H -0.58 -6.58 -2.07  0.296
H -0.22 -5.59 -3.18  0.337
O -5.60 -1.87 2.60  -0.673
H -5.05 -1.08 2.49  0.367
H -5.35 -2.43 1.85  0.291
O -4.04 1.59 -3.09  -0.622
H -4.24 2.43 -2.67  0.282
H -3.08 1.63 -3.24  0.317

Its multiplicity is 1. The highest occupied orbital energy comes out at -0.0849 Eh. As for the total charge: -1. For the frontier orbital gap, the calculation gives 3.8751 eV.


Which one sits at the bottom of the stability order? B) does.


A) # C4H12INSi

A cluster of 2 separate species, C4H12INSi in total (wB97M-V/def2-TZVPD, the Open Molecules 2025 dataset).

Last column: Mulliken charge in e.
CARTESIAN COORDINATES (ANGSTROEM)
C -0.77 0.49 1.40  -1.155
C -0.21 0.16 -1.62  -0.900
C 0.21 2.94 0.11  -1.056
C 0.14 -3.49 -0.21  -0.383
N 0.21 -2.32 0.21  -0.289
Si 0.35 1.05 -0.03  0.496
I 2.71 0.46 0.16  -0.239
H -1.00 -0.59 1.53  0.331
H -0.52 0.87 2.44  0.340
H -1.72 0.91 1.22  0.414
H 0.16 -0.89 -1.73  0.225
H -1.32 0.21 -1.63  0.281
H 0.28 0.59 -2.58  0.307
H -0.38 3.34 -0.76  0.304
H -0.46 3.09 0.99  0.288
H 1.13 3.42 0.26  0.355
H -0.52 -3.91 -1.04  0.229
H 0.88 -4.11 0.26  0.263
H 0.82 -2.21 1.02  0.187

Its multiplicity is 1. The highest occupied orbital energy comes out at -0.3403 Eh. As for the total charge: 0. For the frontier orbital gap, the calculation gives 9.9650 eV.


B) # C4H12INSi

A structure of composition C4H12INSi (wB97M-V/def2-TZVPD, the Open Molecules 2025 dataset).

Last column: Mulliken charge in e.
CARTESIAN COORDINATES (ANGSTROEM)
C -0.29 -1.96 0.08  -1.108
C 1.95 0.17 -0.03  -0.951
C -0.34 -0.01 -2.33  -0.946
C -0.84 1.18 2.23  -0.656
N -0.78 1.13 0.24  -0.364
Si 0.10 -0.22 -0.50  0.353
I -0.40 3.18 2.77  0.051
H -0.23 -2.64 -0.83  0.270
H 0.15 -2.44 0.92  0.406
H -1.31 -2.09 0.46  0.351
H 2.12 0.29 1.03  0.293
H 2.69 -0.68 -0.41  0.250
H 2.19 1.00 -0.58  0.296
H 0.19 -0.74 -2.90  0.331
H -1.49 -0.25 -2.37  0.242
H -0.29 1.03 -2.82  0.276
H -1.80 0.85 2.60  0.382
H 0.07 0.68 2.49  0.290
H -1.69 1.51 -0.04  0.233

Its multiplicity is 1. The highest occupied orbital energy comes out at -0.3329 Eh. As for the total charge: 0. For the frontier orbital gap, the calculation gives 9.4026 eV.


Which one sits at the bottom of the stability order? B) does.